Entry 1:
{
  "formula": "C27H24CoN3O2PS2Se2",
  "method": "ωB97M-V/def2-TZVPD",
  "total_charge": 1,
  "homo_lumo_gap_ev": [7.3, 4.0],
  "lumo_ev": [-2.76, -6.08],
  "spin_multiplicity": 5,
  "elements": ["Co", "Se", "P", "Se", "C", "C", "C", "C", "C", "C", "C", "C", "C", "C", "C", "C", "H", "H", "H", "H", "H", "H", "H", "H", "H", "H", "O", "C", "C", "C", "C", "C", "C", "C", "O", "N", "N", "C", "S", "C", "C", "S", "H", "H", "H", "H", "H", "H", "H", "H", "H", "C", "C", "C", "N", "C", "C", "H", "H", "H", "H", "H"],
  "coordinates": [[-1.4354, 0.2053, 0.1773], [-0.8819, -0.1837, 2.6726], [0.8004, 1.1319, 2.1166], [-0.2276, 2.3828, 0.7100], [2.1084, 0.1570, 1.3969], [2.9450, -0.5654, 2.2548], [3.9689, -1.3263, 1.7235], [4.1543, -1.3715, 0.3441], [3.3181, -0.6631, -0.5063], [2.2887, 0.1100, 0.0171], [1.4780, 1.9900, 3.5282], [0.9886, 1.8326, 4.8206], [1.5691, 2.5475, 5.8610], [2.6215, 3.4126, 5.6060], [3.1060, 3.5708, 4.3119], [2.5387, 2.8614, 3.2698], [2.8047, -0.5206, 3.3292], [4.6293, -1.8765, 2.3804], [4.9631, -1.9614, -0.0681], [3.4625, -0.7068, -1.5779], [1.6283, 0.6571, -0.6449], [0.1653, 1.1605, 5.0240], [1.1952, 2.4288, 6.8690], [3.0716, 3.9678, 6.4186], [3.9265, 4.2480, 4.1166], [2.9192, 2.9835, 2.2615], [0.7547, -1.0026, -4.6689], [-0.0516, 0.0530, -4.9073], [-0.0503, 0.5608, -6.2049], [-0.8414, 1.6413, -6.5324], [-1.6547, 2.2476, -5.5749], [-1.6566, 1.7511, -4.2909], [-0.8663, 0.6524, -3.9300], [-0.9320, 0.1834, -2.5306], [-1.6650, 0.8328, -1.6966], [-0.2340, -0.8882, -2.2085], [-0.4169, -1.2400, -0.8607], [0.1785, -2.3269, -0.5310], [1.0982, -3.2446, -1.6935], [1.7555, -4.4120, -0.4768], [0.7018, -4.6373, 0.5877], [0.0842, -3.0080, 1.0840], [0.6171, -1.2622, -3.7315], [0.5852, 0.0815, -6.9379], [-0.8291, 2.0185, -7.5479], [-2.2718, 3.0964, -5.8360], [-2.2723, 2.2031, -3.5250], [2.6671, -4.0001, -0.0456], [1.9915, -5.3359, -1.0037], [1.1144, -5.1083, 1.4788], [-0.1294, -5.2320, 0.2131], [-6.2447, -0.1172, 0.5027], [-5.5546, 0.5378, 1.5122], [-4.1821, 0.6281, 1.4213], [-3.4951, 0.1158, 0.3914], [-4.1658, -0.5004, -0.5917], [-5.5390, -0.6452, -0.5658], [-7.3218, -0.2101, 0.5477], [-6.0679, 0.9768, 2.3557], [-3.6023, 1.1344, 2.1832], [-3.5712, -0.8631, -1.4198], [-6.0387, -1.1528, -1.3785]]
}

***

Entry 2:
{
  "formula": "C19H25N3O5",
  "method": "ωB97M-V/def2-TZVPD",
  "homo_lumo_gap_ev": 9.0,
  "smiles": "COc1ccccc1OCc1cc(C(=O)NCCN2CCC[C@@H](O)C2)no1",
  "lumo_ev": 0.63,
  "elements": ["C", "O", "C", "C", "C", "C", "C", "C", "O", "C", "C", "C", "C", "C", "O", "N", "C", "C", "N", "C", "C", "C", "C", "O", "C", "N", "O", "H", "H", "H", "H", "H", "H", "H", "H", "H", "H", "H", "H", "H", "H", "H", "H", "H", "H", "H", "H", "H", "H", "H", "H", "H"],
  "coordinates": [[-2.8673, -1.9336, -2.3195], [-3.2553, -1.6684, -0.9924], [-3.9574, -0.5208, -0.7293], [-4.4081, 0.3485, -1.7150], [-5.1577, 1.4675, -1.3951], [-5.4700, 1.7392, -0.0778], [-5.0041, 0.8995, 0.9165], [-4.2445, -0.2224, 0.6149], [-3.8635, -0.9840, 1.6953], [-2.6036, -1.6218, 1.6753], [-1.5128, -0.7123, 1.2115], [-0.5832, -0.8302, 0.2166], [0.1130, 0.4016, 0.2615], [1.2501, 0.8165, -0.5974], [1.7016, 0.0849, -1.4599], [1.6794, 2.0661, -0.3391], [2.9348, 2.5626, -0.8439], [4.0750, 2.2019, 0.1292], [4.1531, 0.7606, 0.2307], [3.8938, 0.1863, 1.5317], [3.5310, -1.2859, 1.3533], [4.6747, -2.0236, 0.6656], [5.0515, -1.3324, -0.6558], [4.1029, -1.5344, -1.6650], [5.3065, 0.1605, -0.4021], [-0.3742, 1.1657, 1.2131], [-1.3754, 0.4864, 1.8010], [-2.3045, -2.8651, -2.2777], [-2.2258, -1.1409, -2.7171], [-3.7341, -2.0691, -2.9733], [-4.1858, 0.1487, -2.7508], [-5.4978, 2.1193, -2.1853], [-6.0596, 2.6049, 0.1800], [-5.2153, 1.0931, 1.9561], [-2.6104, -2.5148, 1.0412], [-2.4318, -1.9132, 2.7175], [-0.4077, -1.6468, -0.4489], [1.2650, 2.5284, 0.4576], [2.8687, 3.6432, -0.9858], [3.1136, 2.0704, -1.8018], [3.8639, 2.6475, 1.1074], [5.0118, 2.6331, -0.2404], [3.0583, 0.7179, 1.9946], [4.7725, 0.2721, 2.1999], [3.3181, -1.7366, 2.3245], [2.6329, -1.3552, 0.7378], [4.3883, -3.0547, 0.4553], [5.5517, -2.0347, 1.3167], [5.9759, -1.7860, -1.0382], [3.3317, -0.9633, -1.5072], [5.4721, 0.6496, -1.3642], [6.2186, 0.2739, 0.2144]]
}

***

Entry 3:
{
  "formula": "C34H56FN6O5S",
  "method": "ωB97M-V/def2-TZVPD",
  "homo_lumo_gap_ev": [7.7, 8.2],
  "lumo_ev": [-0.86, -0.86],
  "spin_multiplicity": 4,
  "elements": ["N", "C", "O", "C", "C", "C", "F", "C", "N", "S", "N", "C", "C", "O", "H", "H", "C", "C", "C", "C", "C", "C", "N", "O", "C", "C", "C", "H", "H", "H", "H", "H", "H", "H", "H", "H", "H", "H", "H", "H", "H", "H", "H", "H", "H", "C", "C", "C", "C", "C", "C", "N", "O", "C", "C", "C", "H", "H", "H", "H", "H", "H", "H", "H", "H", "H", "H", "H", "H", "H", "H", "H", "H", "H", "C", "C", "C", "C", "C", "C", "N", "O", "C", "C", "C", "H", "H", "H", "H", "H", "H", "H", "H", "H", "H", "H", "H", "H", "H", "H", "H", "H", "H"],
  "coordinates": [[1.6123, -0.6109, 4.5416], [1.2679, -0.4774, 3.4375], [0.7078, -0.2823, 2.2557], [-0.7041, -0.2797, 2.4627], [-1.3910, -1.5477, 2.3935], [-2.7240, -1.6068, 2.6190], [-3.3766, -2.7687, 2.5946], [-3.4040, -0.3683, 2.8794], [-4.7163, -0.1881, 3.0999], [-4.9610, 1.3915, 3.2871], [-3.4398, 2.0029, 3.1562], [-2.7217, 0.9085, 2.9286], [-1.2889, 0.9194, 2.7235], [-0.6276, 2.0934, 2.8015], [-0.8190, -2.4477, 2.1581], [0.3056, 1.9249, 2.9956], [3.2907, 0.0625, -4.2219], [2.0306, -0.2882, -3.3924], [1.1295, 0.9481, -3.2621], [1.6310, 1.9794, -2.2547], [1.9326, 1.3215, -0.9120], [2.8910, 0.1324, -1.0356], [2.4454, -0.8441, -2.0699], [1.4423, -1.5237, -1.5797], [4.3070, 0.6514, -1.3579], [3.0448, -0.5287, 0.3370], [1.2872, -1.3245, -4.2439], [4.1310, -0.5827, -3.9598], [3.1170, -0.0788, -5.2892], [3.6019, 1.1006, -4.1054], [0.1242, 0.6385, -2.9569], [1.0164, 1.4265, -4.2384], [2.5165, 2.4937, -2.6392], [0.8714, 2.7515, -2.1179], [2.3504, 2.0657, -0.2285], [0.9883, 0.9943, -0.4620], [4.9978, -0.1757, -1.5332], [4.6980, 1.2328, -0.5213], [4.3486, 1.3149, -2.2182], [2.0967, -0.8448, 0.7504], [3.4819, 0.1704, 1.0527], [3.7021, -1.3994, 0.2837], [1.8738, -2.2390, -4.3546], [1.0979, -0.9248, -5.2406], [0.3154, -1.5867, -3.8262], [-1.1050, 7.8751, -4.9122], [-0.7814, 7.0699, -3.6291], [-0.5856, 8.0277, -2.4458], [0.7565, 8.7556, -2.4505], [1.9071, 7.7666, -2.6090], [1.7462, 6.8606, -3.8338], [0.4088, 6.2016, -3.8747], [0.4044, 5.2428, -2.9885], [1.9793, 7.6877, -5.1143], [2.8836, 5.8336, -3.8470], [-2.0478, 6.2471, -3.3628], [-0.7998, 7.3330, -5.8087], [-2.1762, 8.0527, -5.0113], [-0.6373, 8.8594, -4.9270], [-0.6648, 7.4700, -1.5066], [-1.3932, 8.7640, -2.4312], [0.7833, 9.5083, -3.2435], [0.8755, 9.3025, -1.5122], [2.8505, 8.3143, -2.6749], [1.9735, 7.1574, -1.7013], [1.7917, 7.0892, -6.0078], [3.0139, 8.0311, -5.1617], [1.3713, 8.5866, -5.1758], [2.9215, 5.2414, -2.9325], [3.8468, 6.3372, -3.9353], [2.7863, 5.1510, -4.6938], [-2.2283, 5.5293, -4.1657], [-2.9156, 6.9043, -3.2991], [-2.0011, 5.7044, -2.4189], [-1.4665, -8.4466, 2.4940], [-0.9039, -7.9242, 3.8394], [-1.2215, -8.9223, 4.9618], [-2.6729, -8.8833, 5.4357], [-3.0930, -7.4561, 5.7748], [-2.8421, -6.4752, 4.6254], [-1.4460, -6.5595, 4.1081], [-0.6588, -5.9699, 4.9683], [-3.8537, -6.7468, 3.4936], [-3.1877, -5.0584, 5.0936], [0.6164, -7.9096, 3.6394], [-1.6825, -7.6255, 1.8085], [-0.7484, -9.0901, 1.9849], [-2.3701, -9.0444, 2.6132], [-0.5781, -8.7197, 5.8246], [-0.9784, -9.9358, 4.6325], [-3.3364, -9.3106, 4.6783], [-2.7821, -9.5134, 6.3217], [-4.1511, -7.4438, 6.0482], [-2.5462, -7.1323, 6.6667], [-3.6491, -6.1177, 2.6251], [-4.8676, -6.5226, 3.8284], [-3.8786, -7.7822, 3.1629], [-2.6267, -4.7621, 5.9799], [-4.2442, -4.9900, 5.3561], [-2.9950, -4.3294, 4.3073], [0.9056, -7.1983, 2.8629], [0.9645, -8.8975, 3.3358], [1.1543, -7.6596, 4.5535]]
}

***

Entry 4:
{
  "formula": "C52H33F5I4N6STl",
  "method": "ωB97M-V/def2-TZVPD",
  "total_charge": 1,
  "homo_lumo_gap_ev": [5.3, 5.3],
  "lumo_ev": [-3.99, -3.99],
  "elements": ["Tl", "I", "C", "C", "C", "C", "C", "C", "C", "C", "C", "C", "C", "C", "C", "C", "C", "C", "I", "C", "C", "C", "N", "C", "C", "C", "C", "C", "C", "I", "C", "C", "C", "C", "C", "C", "N", "C", "C", "C", "C", "C", "N", "C", "C", "C", "C", "I", "C", "C", "C", "C", "N", "H", "H", "H", "H", "H", "H", "H", "H", "H", "H", "H", "H", "H", "H", "H", "H", "H", "H", "H", "H", "H", "H", "H", "H", "F", "C", "C", "F", "C", "F", "C", "S", "C", "F", "C", "F", "N", "C", "C", "N", "H", "H", "H", "H", "H", "H", "H", "H", "H"],
  "coordinates": [[-0.0617, 0.4277, -0.2780], [5.4776, -6.7535, 3.1217], [4.5026, -5.0996, 2.3053], [3.7437, -4.2162, 3.0791], [3.1975, -3.1227, 2.3887], [3.3662, -2.9465, 1.0149], [4.1003, -3.8793, 0.2796], [4.6762, -4.9404, 0.9559], [2.4706, -1.8921, 0.4040], [1.3465, -2.3927, -0.3033], [1.1084, -3.7659, -0.5655], [0.0450, -3.8145, -1.4475], [-0.3116, -2.4550, -1.6886], [-1.3664, -2.0009, -2.5730], [-2.1640, -3.0864, -3.2342], [-1.6041, -4.1561, -3.9240], [-2.4080, -5.1273, -4.5041], [-3.8106, -5.0606, -4.4399], [-5.0695, -6.5587, -5.2247], [-4.3769, -3.9602, -3.8098], [-3.5566, -3.0204, -3.2136], [-1.7839, -0.6435, -2.8016], [-1.3068, 0.4610, -2.1412], [-2.0224, 1.5181, -2.5112], [-1.7529, 2.8840, -2.1326], [-2.6715, 3.9012, -2.7947], [-2.2746, 4.5509, -3.9614], [-3.1763, 5.3565, -4.6129], [-4.5114, 5.4234, -4.1882], [-6.0107, 6.4037, -5.3260], [-4.9287, 4.7479, -3.0379], [-3.9799, 3.9757, -2.3359], [-0.6910, 3.3119, -1.3170], [-0.3240, 4.6954, -1.1332], [0.8500, 4.7232, -0.4754], [1.1553, 3.3969, -0.0834], [0.2406, 2.5585, -0.6698], [2.3060, 3.0052, 0.6760], [2.6431, 1.6447, 0.9340], [3.7180, 1.1384, 1.7763], [3.8033, -0.2057, 1.6540], [2.6969, -0.5618, 0.7441], [2.0502, 0.5402, 0.3219], [3.3378, 4.0051, 1.0843], [3.0659, 5.0886, 1.8621], [4.0228, 6.0274, 2.2300], [5.2903, 5.8603, 1.7145], [6.7641, 7.3538, 2.3089], [5.5884, 4.7949, 0.8847], [4.6300, 3.8215, 0.6052], [-3.0003, 1.1423, -3.4947], [-2.7998, -0.2058, -3.7110], [0.4663, -1.5867, -1.0356], [3.5800, -4.2977, 4.1418], [2.5914, -2.4138, 2.8897], [4.2767, -3.8079, -0.7770], [5.3182, -5.5709, 0.3884], [1.6310, -4.6032, -0.1011], [-0.5127, -4.7167, -1.7367], [-0.5495, -4.3332, -3.9996], [-2.0871, -6.0055, -5.0784], [-5.4557, -3.7410, -3.8073], [-4.0183, -2.1717, -2.7729], [-1.2764, 4.4154, -4.3662], [-2.9379, 5.9092, -5.4606], [-5.9881, 4.9012, -2.7025], [-4.2236, 3.5162, -1.3623], [-0.8838, 5.5099, -1.6085], [1.4522, 5.5741, -0.3523], [4.3631, 1.7538, 2.3824], [4.4577, -0.9137, 2.1242], [2.0917, 5.2745, 2.2881], [3.8445, 6.8493, 2.8663], [6.5931, 4.7371, 0.4246], [4.8837, 3.0119, -0.0620], [-3.6394, 1.8146, -3.9828], [-3.2892, -0.8679, -4.3086], [-0.2027, 3.9950, 5.2185], [-0.5254, 3.0536, 4.3287], [-0.4751, 1.7085, 4.6921], [0.0846, 1.3644, 5.8402], [-0.8652, 0.7761, 3.7217], [-0.6368, -0.5080, 3.9597], [-1.3856, 1.1653, 2.5184], [-1.9077, -0.0824, 1.3717], [-1.5338, 2.5217, 2.2684], [-2.1777, 2.9758, 1.1406], [-1.1172, 3.4721, 3.1519], [-1.2561, 4.7624, 2.8875], [-0.9781, -3.2302, 1.8606], [-1.9562, -3.6027, 2.9245], [-1.4464, -4.8799, 3.6254], [-1.4737, -6.0067, 2.7269], [-1.0508, -2.1484, 1.8465], [-1.1442, -3.6899, 0.9757], [-0.0438, -3.5007, 2.1236], [-2.9665, -3.5708, 2.4997], [-2.0298, -2.8131, 3.7080], [-2.0408, -5.0836, 4.4762], [-0.4855, -4.6613, 4.0716], [-2.3854, -6.4119, 2.6023], [-0.9217, -6.7356, 3.0578]]
}